1.
Below is the molecule C3H3NO2 at a distorted geometry, with properties calculated with ωB97M-V/def2-TZVPD.

Energy above the lowest of the compared OMol25 structures with the same formula, charge and spin = 98.17 kcal per mole
Highest occupied orbital energy = -9.057 eV
HOMO-LUMO gap = 9.265 eV
SMILES = O=c1cc[nH]o1
Energy = -321.2212 Eh
E_LUMO = 0.008 hartree

Structure (ORCA input):
```
! RIJCOSX wB97M-V def2-TZVPD def2/J DEFGRID3
* xyz 0 1
O 2.4017 -0.3605 -0.1829
C 1.2400 -0.2242 0.0634
C 0.4140 1.0307 0.2911
C -0.8678 0.4046 -0.1214
N -0.8868 -0.8951 -0.1491
O 0.4309 -1.3707 0.1845
H 0.8771 2.0332 -0.0042
H -1.9462 1.0360 -0.3933
H -1.6629 -1.6540 0.3117
*
```

***

2.
Below is a cluster of 2 separate species, H4O2 in total at a distorted geometry, with properties calculated with ωB97M-V/def2-TZVPD.

Energy above the lowest of the compared OMol25 structures with the same formula, charge and spin = 4.22 kcal per mole
Highest occupied orbital energy = -11.122 eV
HOMO-LUMO gap = 11.777 eV
SMILES = O.O
Energy = -152.8682 Eh
E_LUMO = 0.024 hartree

Structure (ORCA input):
```
! RIJCOSX wB97M-V def2-TZVPD def2/J DEFGRID3
* xyz 0 1
O 0.5161 0.5323 -1.0464
H 1.1654 -0.1662 -0.9464
H 0.8723 1.3472 -1.4339
O -0.8900 -0.4843 1.5414
H -0.1946 -0.2165 0.9478
H -1.4692 -1.0124 0.9376
*
```

***

3.
Below is a structure of composition C11H15NPRe at a distorted geometry, with properties calculated with ωB97M-V/def2-TZVPD.

Energy above the lowest of the compared OMol25 structures with the same formula, charge and spin = 0.00 kcal per mole
<S²> = 3.77
Highest occupied orbital energy (alpha / beta) = -10.401 / -11.344 eV
HOMO-LUMO gap (alpha / beta) = 7.385 / 6.986 eV
Energy = -902.1924 Eh
E_LUMO (alpha / beta) = -0.111 / -0.160 hartree

Structure (ORCA input):
```
! RIJCOSX wB97M-V def2-TZVPD def2/J DEFGRID3
* xyz 1 4
C 0.6393 0.5557 -3.5297
C -0.5231 -0.2657 -3.5807
C -0.2619 -1.5697 -3.0529
C 1.1047 -1.6217 -2.6298
C 1.7469 -0.3378 -2.8198
Re 0.4066 0.4601 -1.4821
P -0.1797 2.6203 -1.4695
H 0.8997 1.4388 -4.1188
H -1.4716 0.0718 -4.0175
H -1.0170 -2.3250 -2.8365
H 2.7914 -0.1075 -2.8351
H 1.6197 -2.4659 -2.1904
H -1.2549 3.0478 -0.6167
H -0.6302 3.2766 -2.6688
H 0.8152 3.5776 -1.0862
C -0.6679 -0.8640 4.7178
C -0.4221 -0.5841 3.2782
C -0.1708 0.7393 2.8555
C 0.0783 1.0048 1.5172
N 0.0410 0.0339 0.5756
C -0.2091 -1.2509 0.9648
C -0.4230 -1.5757 2.2801
H 0.1863 -0.5424 5.3330
H -1.5537 -0.3228 5.0842
H -0.8266 -1.9372 4.8766
H -0.1751 1.5594 3.5785
H 0.2915 1.9950 1.1460
H -0.2214 -1.9818 0.1587
H -0.6124 -2.6290 2.5684
*
```

***

4.
Below is a cluster of 2 separate species, C3H8NO in total at a distorted geometry, with properties calculated with ωB97M-V/def2-TZVPD.

Energy above the lowest of the compared OMol25 structures with the same formula, charge and spin = 17.87 kcal per mole
Highest occupied orbital energy = -13.977 eV
HOMO-LUMO gap = 8.860 eV
Energy = -248.8074 Eh
E_LUMO = -0.188 hartree

Structure (ORCA input):
```
! RIJCOSX wB97M-V def2-TZVPD def2/J DEFGRID3
* xyz 1 1
C -1.3026 -0.3636 -2.4587
N -1.0448 0.5761 -1.6646
H -2.2531 -0.8652 -2.4225
H -0.5556 -0.7988 -3.1063
H -0.1534 1.0672 -1.6282
H -1.6877 1.0221 -1.0153
O 0.4622 0.2692 0.3131
C 1.0683 0.3031 1.3630
C 0.8859 -0.8057 2.3650
H 1.7635 1.0904 1.6901
H 1.6277 -0.9134 3.1471
H 0.6743 -1.7092 1.8025
H -0.0528 -0.5404 2.8686
*
```

***

5.
Below is the molecule C4H6N2 at a distorted geometry, with properties calculated with ωB97M-V/def2-TZVPD.

Energy above the lowest of the compared OMol25 structures with the same formula, charge and spin = 125.77 kcal per mole
Highest occupied orbital energy (alpha / beta) = -8.041 / -7.595 eV
HOMO-LUMO gap (alpha / beta) = 7.756 / 7.675 eV
Energy = -265.3351 Eh
E_LUMO (alpha / beta) = -0.011 / 0.003 hartree

Structure (ORCA input):
```
! RIJCOSX wB97M-V def2-TZVPD def2/J DEFGRID3
* xyz 0 1
C -0.4198 -0.7217 -0.0909
C -1.4644 0.1109 0.1652
C 0.9092 0.1199 -0.6842
C 1.3591 0.6888 0.5454
N -0.3436 -1.9489 0.1859
N -2.2612 1.0037 -0.0665
H 1.6597 -0.5882 -1.2279
H 0.4292 0.8368 -1.2534
H 0.6421 1.4807 0.8737
H 1.8483 -0.0707 1.1220
H 0.4394 -2.3180 -0.2981
H -2.7979 1.4068 0.7288
*
```

***

6.
Below is a structure of composition C16H31INO10S2 at a distorted geometry, with properties calculated with ωB97M-V/def2-TZVPD.

Highest occupied orbital energy = -6.034 eV
HOMO-LUMO gap = 8.153 eV
Energy = -2529.5464 Eh
E_LUMO = 0.078 hartree

Structure (ORCA input):
```
! RIJCOSX wB97M-V def2-TZVPD def2/J DEFGRID3
* xyz -1 1
C -1.3882 -2.2533 1.0313
C -0.2886 -2.7591 0.1393
O 0.2166 -3.8439 0.2708
O 0.0521 -1.9806 -0.9216
C 0.5940 -0.6751 -0.6287
C 0.6463 0.1378 -1.9230
C 0.0321 1.5545 -1.9015
C 0.3177 2.3641 -0.6310
C -0.7665 2.3780 0.4820
C -2.0486 1.5762 0.2489
S -3.3508 2.5351 -0.5148
O -3.4507 3.7358 0.2870
O -3.0363 2.6923 -1.9182
N -4.6627 1.6585 -0.2257
S -5.3059 0.6682 -1.2746
O -6.1344 -0.2685 -0.5570
O -5.8533 1.3070 -2.4407
I -3.5774 -0.8180 -2.2396
H -2.3120 -2.7422 0.7134
H -1.5306 -1.1819 0.9325
H -1.1454 -2.5103 2.0609
H 0.0180 -0.1839 0.1546
H 1.6034 -0.8351 -0.2369
H 0.2019 -0.4520 -2.7267
H 1.7047 0.2652 -2.1790
H 0.5171 2.0791 -2.7316
H -1.0273 1.5372 -2.1546
H 0.4891 3.3994 -0.9332
H 1.2800 2.0325 -0.2254
H -0.3203 2.0008 1.4091
H -1.0526 3.4082 0.7010
H -1.9081 0.6730 -0.3385
H -2.4837 1.2777 1.2060
O -0.9387 -2.4010 4.2989
C -0.7851 -3.2455 5.1343
O 0.4236 -3.8366 5.2339
C 0.7438 -4.7798 6.2559
C 0.2950 -6.1823 5.9010
C -1.9220 -3.7006 6.0207
H 0.3499 -4.4521 7.2194
H 1.8296 -4.7417 6.3266
H -0.7887 -6.2460 5.8033
H 0.6116 -6.8863 6.6716
H 0.7329 -6.4834 4.9499
H -2.5232 -4.4143 5.4586
H -2.5380 -2.8335 6.2431
H -1.6142 -4.1587 6.9568
O 2.8859 4.2809 -2.1367
C 3.0877 4.0290 -3.2900
O 2.9207 2.7595 -3.7155
C 2.9766 2.3820 -5.0914
C 4.3962 2.1521 -5.5681
C 3.5776 5.0811 -4.2613
H 2.4443 3.1064 -5.7095
H 2.4122 1.4521 -5.1362
H 4.9932 3.0629 -5.5155
H 4.3945 1.8030 -6.6012
H 4.8803 1.3991 -4.9466
H 4.6552 5.1828 -4.1376
H 3.1081 6.0240 -3.9940
H 3.3614 4.8703 -5.3052
*
```